No. 1
{
  "formula": "C35H46N5",
  "method": "wB97M-V/def2-TZVPD",
  "lumo_ev": -4.0,
  "total_charge": 1,
  "gap_ev": 5.330,
  "spin_multiplicity": 1,
  "largest_force_ha_per_bohr": 0.023,
  "e_tot_ha": -1634.86955,
  "elements": ["C", "N", "C", "C", "C", "N", "C", "C", "C", "N", "C", "H", "H", "H", "H", "H", "H", "H", "H", "H", "H", "H", "H", "H", "H", "H", "C", "C", "N", "C", "C", "C", "C", "C", "C", "C", "C", "C", "C", "C", "C", "C", "C", "C", "N", "C", "C", "C", "C", "C", "C", "C", "C", "C", "C", "H", "H", "H", "H", "H", "H", "H", "H", "H", "H", "H", "H", "H", "H", "H", "H", "H", "H", "H", "H", "H", "H", "H", "H", "H", "H", "H", "H", "H", "H", "H"],
  "xyz": [[-1.57232, -2.38466, 2.27473], [-1.21736, -3.77288, 2.18954], [-2.24765, -4.72655, 2.52584], [-1.89620, -6.04218, 1.88352], [-0.50854, -6.46926, 2.25893], [0.46118, -5.40806, 2.07098], [1.85340, -5.85813, 2.12662], [2.74557, -4.72344, 2.56476], [2.34338, -3.41532, 1.91803], [0.95837, -3.07702, 2.09072], [0.11928, -4.07628, 2.11905], [-0.67875, -1.82159, 2.00410], [-2.38657, -2.17847, 1.57416], [-1.91239, -2.11666, 3.28354], [-2.32758, -4.83761, 3.62720], [-3.19322, -4.32194, 2.13861], [-2.61112, -6.79375, 2.21818], [-1.97195, -5.93585, 0.80021], [-0.48763, -6.77280, 3.32044], [-0.21221, -7.35063, 1.67597], [1.91979, -6.70602, 2.82451], [2.18683, -6.21630, 1.13908], [2.67075, -4.65817, 3.65467], [3.78716, -4.97285, 2.34476], [2.92378, -2.59852, 2.35338], [2.59924, -3.48918, 0.84453], [-3.29080, 2.81611, -5.43383], [-4.77982, 2.93521, -5.15220], [-5.21767, 2.07424, -4.06278], [-6.61916, 1.68788, -4.12396], [-7.20608, 1.35318, -2.76290], [-6.29383, 0.40846, -1.99130], [-4.86900, 0.86156, -1.99120], [-4.38584, 1.67440, -3.06484], [-3.01269, 2.06496, -3.05947], [-2.18014, 1.68783, -2.01728], [-2.63876, 0.88410, -0.93774], [-1.77258, 0.54270, 0.14578], [-0.38294, 0.61824, 0.10153], [0.45853, 0.57388, 1.21408], [1.75838, 1.17689, 1.21429], [2.48279, 1.30321, -0.00522], [3.73198, 1.87946, -0.06988], [4.34195, 2.42238, 1.09853], [5.60298, 2.93051, 1.04863], [6.41323, 2.91122, -0.16082], [5.96292, 1.86795, -1.16976], [4.45714, 1.91382, -1.37492], [6.28101, 3.44317, 2.22636], [5.31514, 4.01800, 3.24895], [4.16712, 3.05513, 3.54593], [3.59702, 2.40283, 2.32279], [2.37245, 1.76292, 2.36576], [-4.01182, 0.49326, -0.96425], [-2.46172, 2.90618, -4.16047], [-3.09702, 1.85390, -5.92114], [-2.99263, 3.60940, -6.12235], [-5.02247, 3.99066, -4.92070], [-5.35504, 2.67413, -6.04963], [-7.18724, 2.50110, -4.59353], [-6.72569, 0.80622, -4.78255], [-7.34640, 2.27524, -2.18803], [-8.18519, 0.88973, -2.90378], [-6.63387, 0.32643, -0.95550], [-6.36140, -0.59654, -2.43753], [-1.15580, 2.06332, -2.01546], [-2.22841, 0.23279, 1.08852], [0.06903, 0.73607, -0.89262], [0.04301, 0.24330, 2.17333], [2.04773, 0.92728, -0.93007], [6.37206, 3.90947, -0.63308], [7.46000, 2.73172, 0.12394], [6.47324, 2.03571, -2.11973], [6.23768, 0.87440, -0.79902], [4.13852, 1.04801, -1.96104], [4.17884, 2.81517, -1.94292], [6.87543, 2.64016, 2.70372], [6.99449, 4.21000, 1.89835], [5.86574, 4.22946, 4.16769], [4.91083, 4.96399, 2.87213], [4.52182, 2.27483, 4.23681], [3.36945, 3.59769, 4.06585], [1.80663, 1.75146, 3.30321], [-4.39999, -0.08895, -0.12763], [-1.44028, 2.57662, -4.37361], [-2.39813, 3.95172, -3.81950]],
  "forces_ev_per_angstrom": [[-0.13, 0.16, -0.03], [-0.22, 0.17, -0.14], [0.38, 0.21, 0.26], [-0.63, -0.19, -0.16], [0.18, -0.17, 0.54], [0.01, -0.21, -0.28], [-0.09, 0.24, -0.42], [0.37, -0.30, 0.79], [0.32, -0.04, -0.27], [-0.52, -0.87, -0.09], [0.85, 0.50, 0.22], [-0.35, 0.05, 0.12], [-0.06, 0.04, -0.01], [0.10, 0.07, -0.01], [-0.14, 0.02, -0.31], [0.14, -0.24, 0.18], [0.01, -0.14, -0.16], [-0.04, -0.05, -0.04], [-0.06, -0.07, -0.14], [0.05, 0.22, 0.02], [-0.03, 0.21, -0.14], [-0.29, -0.04, 0.13], [0.00, 0.27, -0.01], [-0.05, 0.06, -0.03], [0.18, -0.05, -0.18], [-0.03, 0.21, 0.15], [0.00, -0.24, -0.08], [0.16, 0.55, -0.07], [0.18, -0.02, 0.19], [-0.34, -0.50, -0.12], [0.09, 0.25, 0.14], [-0.32, -0.36, -0.02], [0.75, -0.09, 0.34], [0.11, -0.12, 0.12], [0.23, -0.37, 0.76], [-0.65, -0.26, -0.27], [-0.14, 0.16, -0.16], [0.36, -0.26, 0.06], [-0.13, -0.57, -0.65], [-0.01, 1.13, 0.37], [0.38, -0.18, -0.34], [0.18, 0.33, 0.39], [-0.55, -0.20, 0.11], [0.00, -0.13, 0.22], [-0.49, -0.26, 0.01], [0.09, 0.36, -0.53], [0.01, -0.21, 0.19], [0.07, 0.12, -0.39], [0.22, -0.13, 0.49], [-0.18, 0.13, -0.21], [0.14, -0.08, 0.58], [-0.27, -0.25, -0.47], [-0.28, -0.32, -0.23], [0.20, 0.64, -0.22], [0.18, 0.51, -0.20], [-0.02, 0.10, 0.02], [-0.06, -0.14, -0.05], [-0.02, -0.33, 0.03], [0.12, -0.02, 0.21], [0.19, -0.11, 0.13], [0.08, 0.24, 0.08], [-0.01, -0.07, -0.07], [0.05, 0.14, 0.03], [-0.04, -0.11, -0.11], [0.03, 0.18, 0.12], [-0.26, -0.13, -0.05], [0.00, 0.02, -0.17], [-0.21, 0.39, 0.56], [0.07, 0.32, -0.23], [0.22, -0.05, 0.21], [0.07, -0.19, 0.18], [-0.30, 0.04, -0.01], [0.09, -0.06, 0.13], [0.02, 0.06, -0.09], [0.05, 0.16, -0.10], [0.08, -0.14, 0.12], [-0.16, 0.14, -0.25], [-0.19, -0.13, 0.06], [-0.07, 0.09, -0.09], [0.06, -0.08, 0.02], [-0.08, 0.15, -0.12], [0.13, -0.14, 0.00], [0.29, -0.03, -0.21], [0.02, 0.05, -0.22], [-0.06, 0.16, 0.02], [-0.03, -0.18, -0.14]]
}

***

No. 2
{
  "formula": "C21H15Cl5N2O4SSiTi",
  "method": "wB97M-V/def2-TZVPD",
  "lumo_ev": 4.1,
  "total_charge": -2,
  "gap_ev": 6.954,
  "spin_multiplicity": 1,
  "largest_force_ha_per_bohr": 0.016,
  "e_tot_ha": -5058.10015,
  "elements": ["Ti", "O", "C", "O", "C", "C", "C", "N", "C", "C", "C", "O", "O", "H", "H", "H", "C", "Si", "C", "C", "C", "C", "C", "C", "N", "C", "S", "H", "H", "H", "H", "H", "H", "H", "H", "H", "H", "H", "H", "Cl", "C", "C", "C", "Cl", "C", "Cl", "C", "Cl", "C", "Cl"],
  "xyz": [[0.21054, -0.22730, -2.30127], [4.53804, -0.94608, 2.08347], [3.97602, -0.00926, 1.47743], [3.35078, 0.96961, 1.93121], [3.99386, -0.12338, -0.06790], [4.73664, -1.10221, -0.71100], [4.69571, -1.18155, -2.09616], [3.97597, -0.37372, -2.87039], [3.24179, 0.55353, -2.24826], [3.22756, 0.71647, -0.86577], [2.39445, 1.46995, -3.11319], [2.89240, 2.16858, -3.96756], [1.11634, 1.44041, -2.81011], [5.32124, -1.79000, -0.11448], [5.26679, -1.94508, -2.61784], [2.62175, 1.48119, -0.39615], [-3.07356, 1.95078, 3.63224], [-2.72137, 2.08157, 1.78484], [-2.38277, 3.87560, 1.36448], [-4.25663, 1.49278, 0.88630], [-1.20725, 1.04517, 1.42350], [-0.40773, 0.53296, 2.43724], [0.71622, -0.24433, 2.16393], [1.01475, -0.50024, 0.84709], [0.29109, 0.01984, -0.14851], [-0.79342, 0.77717, 0.10202], [-1.57035, 1.34743, -1.34124], [-4.00737, 2.46952, 3.86479], [-2.28332, 2.40105, 4.23705], [-3.18444, 0.90839, 3.94053], [-3.25988, 4.50322, 1.54502], [-2.10818, 3.95896, 0.31155], [-1.55249, 4.26104, 1.96031], [-5.14690, 1.92605, 1.35190], [-4.34509, 0.40468, 0.92276], [-4.22840, 1.77933, -0.16452], [-0.66175, 0.73667, 3.47217], [1.36429, -0.61527, 2.94383], [1.85888, -1.11535, 0.56066], [-3.92757, -1.71306, -2.52982], [-2.40201, -2.39860, -2.03298], [-1.24023, -1.67052, -2.09537], [-0.04598, -2.19578, -1.70629], [0.64210, -1.02707, -4.45088], [0.04999, -3.47504, -1.21726], [1.57990, -4.12069, -0.68270], [-1.10919, -4.24474, -1.14300], [-1.04725, -5.86802, -0.53490], [-2.33930, -3.70638, -1.55542], [-3.77468, -4.67828, -1.46134]],
  "forces_ev_per_angstrom": [[-0.67, -0.47, -0.03], [0.02, 0.09, 0.00], [-0.04, -0.11, -0.05], [0.22, 0.08, 0.00], [0.22, 0.05, 0.00], [-0.01, 0.01, 0.01], [-0.03, 0.00, -0.01], [0.07, 0.02, 0.04], [0.06, 0.01, -0.01], [0.01, 0.01, -0.03], [0.04, -0.04, 0.04], [-0.05, 0.07, 0.00], [0.22, 0.04, 0.07], [0.00, 0.00, 0.00], [0.00, 0.00, 0.01], [0.04, 0.01, -0.03], [0.01, 0.02, 0.01], [0.02, -0.01, -0.01], [-0.03, 0.02, -0.01], [-0.01, -0.02, 0.00], [-0.02, 0.03, -0.11], [0.12, -0.17, -0.04], [-0.22, -0.02, 0.10], [-0.16, -0.04, 0.03], [0.05, 0.08, 0.09], [0.09, 0.09, 0.06], [0.05, -0.08, -0.11], [0.00, 0.01, 0.01], [0.01, -0.01, 0.00], [-0.01, 0.00, 0.00], [0.00, 0.00, 0.00], [0.00, 0.00, -0.01], [0.00, 0.00, 0.00], [-0.02, 0.01, 0.00], [0.01, 0.00, 0.01], [0.00, -0.01, 0.02], [0.01, 0.00, 0.00], [0.02, 0.02, -0.03], [-0.16, -0.02, 0.04], [-0.01, 0.00, -0.01], [0.03, -0.04, 0.06], [0.05, 0.03, -0.09], [0.10, 0.24, -0.04], [0.01, 0.10, 0.04], [0.01, -0.03, 0.02], [-0.02, 0.02, -0.01], [0.01, -0.01, 0.00], [0.00, 0.00, 0.00], [-0.03, 0.03, -0.02], [0.00, 0.00, 0.00]]
}

***

No. 3
{
  "formula": "C26H27BN8Pd",
  "method": "wB97M-V/def2-TZVPD",
  "lumo_ev": [2.8, 2.8],
  "s_squared": 0.75,
  "total_charge": -1,
  "gap_ev": [6.515, 7.176],
  "spin_multiplicity": 2,
  "largest_force_ha_per_bohr": 0.007,
  "e_tot_ha": -1597.92497,
  "elements": ["Pd", "C", "C", "C", "C", "N", "N", "B", "N", "C", "C", "C", "C", "N", "N", "C", "C", "C", "C", "N", "N", "C", "C", "C", "C", "N", "H", "H", "H", "H", "H", "H", "H", "H", "H", "H", "H", "H", "H", "H", "H", "H", "H", "H", "H", "H", "C", "C", "C", "C", "C", "C", "C", "C", "C", "C", "H", "H", "H", "H", "H", "H", "H"],
  "xyz": [[1.19138, 0.69653, 0.10560], [3.42340, -0.80593, -2.02126], [2.11893, -1.52606, -1.93515], [1.69539, -2.69778, -2.58445], [0.40059, -2.88471, -2.15623], [0.08234, -1.88006, -1.31407], [1.13747, -1.05865, -1.17431], [-1.23001, -1.78318, -0.48170], [-0.94322, -2.13342, 0.98902], [-1.41041, -3.09632, 1.81580], [-0.81270, -2.92029, 3.04295], [0.02530, -1.79694, 2.87373], [0.91883, -1.12712, 3.86788], [-0.06795, -1.33629, 1.64129], [-1.83375, -0.36295, -0.56617], [-3.13555, -0.04038, -0.41529], [-3.23481, 1.33201, -0.38441], [-1.90803, 1.78902, -0.50430], [-1.38820, 3.18809, -0.49474], [-1.08368, 0.75660, -0.60090], [-2.23763, -2.73542, -1.16790], [-2.81250, -2.46571, -2.36131], [-3.47811, -3.59473, -2.77548], [-3.24461, -4.53454, -1.75277], [-3.73817, -5.94267, -1.65707], [-2.49073, -4.00867, -0.79926], [4.25378, -1.50668, -2.11525], [3.56298, -0.20244, -1.12318], [3.44404, -0.13899, -2.88577], [2.25736, -3.31611, -3.26394], [-0.30545, -3.66559, -2.38481], [-2.10443, -3.83510, 1.45799], [-0.95195, -3.51735, 3.92957], [1.29904, -1.84623, 4.59479], [0.38672, -0.34519, 4.41499], [1.75653, -0.65603, 3.35488], [-3.89434, -0.80269, -0.35083], [-4.13091, 1.92287, -0.29056], [-2.19309, 3.90269, -0.66877], [-0.62411, 3.31531, -1.26209], [-0.91720, 3.40929, 0.46437], [-2.69549, -1.50095, -2.82644], [-4.04938, -3.72632, -3.67966], [-4.27079, -6.22207, -2.56552], [-4.41713, -6.06250, -0.81118], [-2.90712, -6.63456, -1.51533], [4.02056, 5.51020, -0.18833], [3.89305, 4.30500, -0.91023], [3.04063, 3.32992, -0.46981], [2.26310, 3.48799, 0.70776], [1.37161, 2.44520, 1.14150], [0.63967, 2.71656, 2.28201], [0.75913, 3.92479, 2.99974], [1.61914, 4.90638, 2.58985], [2.39392, 4.71163, 1.42372], [3.28824, 5.70449, 0.94853], [4.69619, 6.28145, -0.54016], [4.47324, 4.15533, -1.81357], [2.92261, 2.39786, -1.01366], [-0.07265, 1.97817, 2.64316], [0.15585, 4.07511, 3.88985], [1.71490, 5.83743, 3.13907], [3.37815, 6.63068, 1.50777]],
  "forces_ev_per_angstrom": [[-0.22, 0.04, -0.20], [-0.05, -0.03, -0.01], [-0.12, -0.06, 0.00], [0.02, 0.01, -0.01], [0.02, 0.01, -0.02], [-0.02, -0.15, -0.08], [0.32, 0.05, 0.17], [0.08, 0.01, 0.03], [-0.15, -0.18, 0.06], [0.03, 0.05, -0.03], [0.03, 0.06, 0.01], [-0.05, -0.09, 0.10], [-0.04, 0.02, -0.01], [0.06, 0.10, -0.14], [-0.15, -0.02, 0.08], [0.02, 0.04, -0.01], [-0.01, 0.00, 0.01], [-0.06, -0.05, 0.06], [-0.03, 0.01, -0.01], [0.11, 0.12, -0.09], [-0.06, 0.21, -0.03], [-0.01, -0.04, 0.03], [-0.02, 0.00, -0.05], [0.03, 0.09, -0.01], [0.03, 0.01, 0.05], [0.02, -0.15, 0.03], [0.00, -0.01, 0.01], [0.03, 0.03, 0.00], [0.02, 0.02, 0.01], [-0.01, 0.00, 0.00], [-0.01, 0.01, 0.01], [0.02, 0.01, 0.01], [0.00, 0.01, -0.01], [0.02, 0.01, -0.01], [0.00, -0.01, 0.00], [0.00, 0.02, 0.00], [0.01, -0.01, 0.00], [0.01, 0.00, 0.00], [-0.03, -0.01, -0.03], [0.01, 0.02, 0.02], [-0.07, 0.05, -0.10], [0.00, 0.00, 0.01], [0.00, 0.00, 0.01], [0.00, -0.02, 0.00], [-0.01, -0.01, -0.01], [-0.02, -0.01, 0.00], [-0.01, 0.07, 0.06], [-0.01, -0.11, -0.05], [0.03, 0.07, 0.03], [-0.04, 0.04, 0.10], [0.18, -0.13, 0.05], [0.08, -0.10, 0.02], [0.00, 0.09, 0.05], [-0.06, 0.02, 0.07], [-0.02, -0.12, -0.10], [0.03, 0.03, -0.02], [0.00, 0.00, 0.01], [-0.01, 0.00, 0.00], [0.01, 0.00, -0.02], [0.04, -0.02, 0.00], [0.01, 0.01, 0.01], [-0.01, -0.01, 0.01], [0.00, 0.00, -0.01]]
}